# 1
{"formula": "C6H6N4OS", "method": "ωB97M-V/def2-TZVPD", "symbols": ["C", "C", "C", "C", "C", "C", "N", "N", "N", "N", "O", "S", "H", "H", "H", "H", "H", "H"], "positions_angstrom": [[-1.855, 0.530, 0.121], [-0.753, 0.914, -0.550], [2.335, -0.329, -0.185], [-0.011, -1.600, -0.171], [-2.959, 1.561, 0.504], [3.802, -0.455, -0.131], [1.588, 0.439, -0.861], [-1.195, -1.679, 0.207], [-2.183, -0.858, 0.029], [0.342, 0.479, -1.048], [-3.367, -1.247, -0.092], [1.486, -1.787, 0.530], [-2.515, 2.475, 1.018], [-3.614, 1.849, -0.399], [-3.680, 1.264, 1.323], [4.371, 0.431, 0.236], [4.089, -0.755, -1.147], [4.119, -1.231, 0.617]], "mulliken_charge": [0.0052, 0.3573, 0.6248, 0.1582, -1.0526, -1.0052, -0.2448, -0.4071, 0.8012, -0.2483, -0.6324, -0.1550, 0.3317, 0.2305, 0.3339, 0.2947, 0.2630, 0.3449], "total_charge": 0, "gap_ev": [6.585, 6.786], "de_lowest_ev": 6.728, "e_lumo_ev": [-0.796, -0.594], "total_energy_ev": -25152.8345}



# 2
{"formula": "C28H42CaNO24", "method": "ωB97M-V/def2-TZVPD", "symbols": ["Ca", "N", "O", "O", "O", "C", "C", "C", "O", "C", "O", "O", "H", "H", "H", "H", "H", "H", "C", "C", "C", "O", "C", "O", "O", "H", "H", "H", "H", "H", "H", "C", "C", "C", "O", "C", "O", "O", "H", "H", "H", "H", "H", "H", "C", "C", "C", "O", "C", "O", "O", "H", "H", "H", "H", "H", "H", "C", "C", "C", "O", "C", "O", "O", "H", "H", "H", "H", "H", "H", "C", "C", "C", "O", "C", "O", "O", "H", "H", "H", "H", "H", "H", "C", "C", "C", "O", "C", "O", "O", "H", "H", "H", "H", "H", "H"], "positions_angstrom": [[1.390, -0.394, 2.111], [-1.104, -0.854, 0.553], [-2.150, -1.116, -0.002], [-0.981, 0.128, 1.341], [-0.075, -1.569, 0.406], [6.597, -1.195, -1.574], [5.168, -1.686, -1.563], [4.991, -3.197, -1.354], [3.996, -3.274, -0.301], [3.671, -2.068, 0.095], [2.744, -1.835, 0.843], [4.464, -1.134, -0.413], [7.172, -1.778, -2.290], [7.010, -1.250, -0.566], [6.650, -0.142, -1.850], [4.640, -1.347, -2.455], [5.871, -3.749, -1.038], [4.553, -3.651, -2.239], [-3.022, -4.858, -1.022], [-1.759, -4.634, -0.219], [-1.914, -4.784, 1.298], [-0.784, -5.603, 1.675], [-0.233, -6.158, 0.583], [0.626, -6.976, 0.582], [-0.776, -5.632, -0.550], [-3.612, -5.699, -0.657], [-2.765, -5.134, -2.049], [-3.589, -3.929, -1.070], [-1.357, -3.651, -0.460], [-2.813, -5.344, 1.561], [-1.867, -3.872, 1.877], [3.047, 2.988, -3.433], [2.310, 3.254, -2.141], [0.786, 3.004, -2.232], [0.601, 1.794, -1.489], [1.710, 1.511, -0.811], [1.774, 0.612, -0.011], [2.733, 2.260, -1.174], [4.120, 2.924, -3.259], [2.871, 3.772, -4.171], [2.684, 2.064, -3.890], [2.489, 4.262, -1.775], [0.432, 2.848, -3.249], [0.213, 3.824, -1.798], [1.398, 6.445, 3.543], [0.601, 5.553, 2.633], [1.187, 5.360, 1.224], [1.206, 3.937, 1.034], [0.876, 3.327, 2.182], [0.733, 2.135, 2.261], [0.679, 4.184, 3.164], [1.082, 6.323, 4.579], [1.201, 7.495, 3.320], [2.457, 6.211, 3.469], [-0.459, 5.798, 2.604], [2.201, 5.751, 1.142], [0.562, 5.824, 0.463], [-0.818, -1.585, -3.398], [0.587, -1.628, -2.890], [1.157, -2.985, -2.418], [2.290, -3.183, -3.245], [2.502, -2.121, -4.054], [3.462, -2.000, -4.744], [1.519, -1.220, -3.933], [-1.548, -1.697, -2.595], [-1.055, -2.308, -4.183], [-0.991, -0.620, -3.883], [0.731, -0.845, -2.143], [0.378, -3.739, -2.517], [1.432, -2.890, -1.373], [-2.710, 3.002, 1.678], [-2.294, 2.838, 0.245], [-3.222, 1.985, -0.625], [-3.338, 2.730, -1.842], [-2.806, 3.959, -1.690], [-2.779, 4.796, -2.529], [-2.283, 4.105, -0.450], [-2.200, 3.809, 2.206], [-2.567, 2.066, 2.213], [-3.769, 3.276, 1.721], [-1.278, 2.449, 0.158], [-4.215, 1.911, -0.171], [-2.862, 0.978, -0.804], [-4.476, -0.450, 2.373], [-3.713, -1.029, 3.540], [-4.553, -1.226, 4.828], [-4.306, -2.597, 5.186], [-3.526, -3.196, 4.268], [-3.154, -4.320, 4.286], [-3.223, -2.335, 3.261], [-4.891, -1.253, 1.759], [-3.788, 0.022, 1.663], [-5.197, 0.322, 2.632], [-2.864, -0.385, 3.790], [-5.613, -1.133, 4.594], [-4.259, -0.581, 5.648]], "mulliken_charge": [1.7143, 1.1105, -0.6811, -0.5686, -0.7185, -1.5905, 0.9008, -0.4336, -0.2873, 0.4050, -0.4683, -0.2611, 0.4128, 0.3759, 0.3514, -0.0148, 0.3582, 0.2686, -1.7510, 2.2261, -0.0636, -0.3943, 0.6364, -0.5652, -0.4504, 0.4546, 0.4009, 0.3277, -0.8497, 0.2847, -0.1646, -1.5527, 0.4251, -0.4460, 0.0357, -0.2168, 0.3580, -0.2689, 0.3824, 0.4249, 0.2998, 0.2759, 0.4935, 0.0660, -1.5004, 0.4054, -0.6154, -0.0597, 0.2338, -0.2564, -0.3971, 0.3594, 0.3927, 0.3872, 0.3137, 0.3646, 0.3382, -1.7496, 2.2985, 0.2582, -0.3794, 0.4458, -0.5442, -0.4228, 0.2974, 0.4213, 0.3974, -1.2643, 0.2023, -0.1292, -1.2733, 2.2331, 0.2285, -0.3667, 0.4198, -0.5367, -0.4759, 0.1733, 0.0678, 0.5113, -1.2743, 0.2690, -0.0265, -1.0622, 0.6853, -0.4163, -0.3836, 0.4950, -0.4967, -0.1482, 0.4279, -0.1401, 0.4025, 0.0447, 0.3015, 0.3014], "total_charge": 1, "gap_ev": 8.364, "de_lowest_ev": 2.370, "e_lumo_ev": -3.900, "total_energy_ev": -98783.3707}



# 3
{"formula": "C33H82Cl2N7O12", "method": "ωB97M-V/def2-TZVPD", "symbols": ["C", "C", "Cl", "C", "Cl", "O", "C", "O", "O", "C", "O", "O", "H", "H", "H", "H", "H", "C", "C", "C", "O", "C", "N", "H", "H", "H", "H", "H", "H", "H", "H", "H", "H", "H", "C", "C", "C", "O", "C", "N", "H", "H", "H", "H", "H", "H", "H", "H", "H", "H", "H", "C", "C", "C", "O", "C", "N", "H", "H", "H", "H", "H", "H", "H", "H", "H", "H", "H", "C", "C", "C", "O", "C", "N", "H", "H", "H", "H", "H", "H", "H", "H", "H", "H", "H", "C", "C", "C", "O", "C", "N", "H", "H", "H", "H", "H", "H", "H", "H", "H", "H", "H", "C", "C", "C", "O", "C", "N", "H", "H", "H", "H", "H", "H", "H", "H", "H", "H", "H", "C", "C", "C", "O", "C", "N", "H", "H", "H", "H", "H", "H", "H", "H", "H", "H", "H"], "positions_angstrom": [[0.248, -5.200, 0.846], [-0.589, -5.343, -0.541], [-2.129, -4.351, -0.309], [0.355, -4.660, -1.670], [1.043, -6.091, -2.648], [-0.370, -3.840, -2.600], [-0.235, -2.466, -2.313], [-1.280, -1.735, -2.448], [0.955, -1.803, -1.936], [0.952, -1.476, -0.524], [2.050, -1.005, -0.059], [-0.114, -1.669, 0.318], [-0.332, -5.629, 1.721], [0.463, -4.075, 0.941], [1.247, -5.719, 0.658], [-0.806, -6.442, -0.757], [1.231, -4.151, -1.158], [-0.197, -0.486, -7.865], [-0.755, -0.960, -6.524], [-2.290, -0.848, -6.424], [-2.773, 0.476, -6.212], [-2.859, 1.265, -7.385], [-0.088, -0.224, -5.446], [-0.173, 0.602, -7.950], [0.832, -0.836, -7.991], [-0.786, -0.880, -8.698], [-0.498, -2.020, -6.426], [-2.610, -1.418, -5.546], [-2.786, -1.306, -7.289], [-3.132, 0.671, -8.263], [-1.916, 1.788, -7.558], [-3.630, 2.023, -7.227], [-0.385, -0.616, -4.553], [-0.471, 0.722, -5.440], [0.993, 1.027, 2.480], [0.036, 0.090, 3.192], [-1.028, 0.819, 4.038], [-0.547, 1.335, 5.278], [0.126, 2.577, 5.173], [0.807, -0.860, 4.004], [1.750, 1.454, 3.143], [1.525, 0.482, 1.697], [0.455, 1.853, 2.004], [-0.491, -0.471, 2.413], [-1.799, 0.089, 4.307], [-1.532, 1.604, 3.461], [-0.302, 3.215, 4.395], [1.190, 2.412, 4.990], [0.035, 3.094, 6.132], [0.166, -1.549, 4.394], [1.145, -0.355, 4.824], [-6.845, -5.381, -2.411], [-5.715, -4.384, -2.657], [-5.750, -3.749, -4.062], [-5.288, -4.604, -5.106], [-6.250, -5.530, -5.575], [-4.433, -5.045, -2.395], [-6.675, -6.341, -2.904], [-6.942, -5.587, -1.341], [-7.803, -4.984, -2.761], [-5.838, -3.574, -1.930], [-5.065, -2.895, -4.060], [-6.742, -3.348, -4.301], [-7.264, -5.119, -5.553], [-6.201, -6.452, -4.991], [-6.001, -5.783, -6.608], [-3.689, -4.351, -2.462], [-4.249, -5.672, -3.179], [-9.839, 0.298, -6.994], [-8.545, 0.624, -6.251], [-7.630, -0.600, -6.042], [-8.058, -1.485, -5.011], [-9.073, -2.393, -5.401], [-8.880, 1.272, -4.978], [-10.573, -0.205, -6.362], [-10.308, 1.217, -7.356], [-9.644, -0.339, -7.862], [-7.993, 1.342, -6.867], [-6.649, -0.234, -5.724], [-7.468, -1.148, -6.978], [-8.968, -2.708, -6.443], [-10.058, -1.952, -5.234], [-8.999, -3.277, -4.762], [-8.017, 1.578, -4.531], [-9.231, 0.548, -4.352], [2.685, 5.272, -3.893], [1.160, 5.204, -3.947], [0.600, 3.781, -3.747], [0.728, 2.934, -4.884], [2.007, 2.336, -5.034], [0.704, 5.791, -5.213], [3.156, 4.905, -4.806], [3.012, 6.307, -3.761], [3.074, 4.691, -3.052], [0.782, 5.821, -3.126], [-0.476, 3.867, -3.567], [1.025, 3.301, -2.858], [2.469, 2.102, -4.071], [2.658, 2.986, -5.623], [1.880, 1.406, -5.592], [-0.314, 5.835, -5.203], [0.908, 5.117, -5.951], [5.248, 0.986, 8.720], [4.760, 2.408, 8.453], [3.510, 2.472, 7.553], [3.769, 2.250, 6.171], [3.880, 0.881, 5.807], [5.868, 3.193, 7.895], [5.778, 0.556, 7.868], [5.944, 0.976, 9.564], [4.413, 0.325, 8.970], [4.487, 2.841, 9.422], [3.105, 3.488, 7.615], [2.719, 1.802, 7.912], [3.213, 0.242, 6.393], [4.915, 0.549, 5.910], [3.610, 0.788, 4.753], [5.570, 4.164, 7.812], [5.993, 2.896, 6.927], [10.977, 3.324, 10.711], [9.454, 3.259, 10.630], [8.889, 1.833, 10.800], [9.034, 1.001, 9.655], [10.313, 0.404, 9.520], [9.020, 3.864, 9.366], [11.463, 2.968, 9.801], [11.304, 4.356, 10.863], [11.352, 2.731, 11.551], [9.062, 3.866, 11.453], [7.809, 1.919, 10.963], [9.299, 1.341, 11.691], [10.758, 0.158, 10.488], [10.976, 1.060, 8.951], [10.196, -0.519, 8.948], [8.002, 3.909, 9.358], [9.236, 3.201, 8.622]], "mulliken_charge": [-1.0363, 0.1296, -0.1627, -0.1624, -0.2501, -0.1832, 0.6304, -0.5049, -0.2759, 0.5249, -0.7293, -0.5675, 0.3354, 0.2145, 0.2889, 0.4164, 0.3409, -1.6426, 0.2626, -0.3939, -0.3638, -0.6887, -0.3845, 0.2537, 0.3779, 0.3999, 0.4760, 0.1056, 0.4639, 0.3205, 0.1865, 0.2736, 0.1089, 0.2397, -1.1802, 1.0314, -1.0057, -0.3923, -0.4035, -0.6794, 0.1700, 0.1311, 0.3537, 0.1678, 0.3718, 0.3846, 0.3106, 0.0254, 0.2332, 0.3049, 0.1910, -1.4702, 0.2076, 0.4534, -0.3543, -0.6522, -0.5397, 0.3068, 0.3716, 0.2677, 0.4837, 0.2818, -0.4371, 0.2255, 0.2365, 0.2643, 0.1370, 0.2915, -1.4178, 0.3238, -0.6300, -0.4001, -0.6770, -0.7680, 0.2805, 0.3547, 0.3354, 0.4269, 0.2929, 0.4224, 0.2911, 0.2397, 0.2163, 0.2875, 0.3466, -1.3925, 0.3721, -0.7771, -0.2561, -0.7398, -0.7859, 0.2800, 0.3449, 0.3461, 0.4127, 0.3268, 0.4217, 0.3341, 0.2307, 0.2437, 0.2762, 0.3385, -1.1453, 0.3338, -0.7786, -0.4121, -0.6818, -0.5256, 0.2253, 0.1184, 0.3713, 0.3273, 0.3670, 0.4228, 0.2937, 0.2727, 0.2982, 0.2739, 0.2646, -1.4853, 0.3440, -0.6725, -0.3120, -0.7186, -0.7488, 0.2756, 0.3808, 0.3433, 0.3902, 0.3311, 0.4295, 0.3270, 0.2331, 0.2355, 0.2795, 0.3487], "total_charge": -1, "gap_ev": 7.415, "de_lowest_ev": 2.587, "e_lumo_ev": 2.072, "total_energy_ev": -95593.2755}